Entry 1:
DFT (ωB97M-V/def2-TZVPD) results for a cluster of 2 separate species, C5H11O2 in total in a non-equilibrium geometry.

Computed properties:
Frontier orbital gap: 7.59 eV
HOMO energy: -3.916 eV
Energy relative to the best compared isomer or geometry (same formula, charge and spin): 12.7 kcal/mol
2S+1: 1
E_tot: -347.62937 hartree
Total charge: -1

Last column: natural (NBO) charge in e.
Geometry (Å):
C  -1.570  -0.654  1.953  -0.751
C  -2.498  -0.694  0.695  0.763
O  -2.256  -1.512  -0.211  -0.789
O  -3.456  0.103  0.804  -0.798
H  -2.250  -0.631  2.801  0.206
H  -1.017  0.282  1.911  0.194
H  -0.780  -1.399  2.064  0.179
C  0.849  0.507  -0.381  -0.396
C  2.408  0.505  -0.403  -0.613
C  0.408  0.232  -1.850  -0.613
H  0.511  1.441  -0.018  0.195
H  0.470  -0.326  0.195  0.223
H  2.850  -0.003  -1.256  0.193
H  2.754  1.531  -0.297  0.191
H  -0.665  0.055  -1.849  0.246
H  2.834  -0.016  0.465  0.194
H  0.939  -0.616  -2.259  0.193
H  0.470  1.195  -2.365  0.183

---

Entry 2:
DFT (ωB97M-V/def2-TZVPD) results for a cluster of 2 separate species, C5H11O2 in total in a non-equilibrium geometry.

Computed properties:
Frontier orbital gap: 7.68 eV
HOMO energy: -3.913 eV
Energy relative to the best compared isomer or geometry (same formula, charge and spin): 6.6 kcal/mol
2S+1: 1
E_tot: -347.63918 hartree
Total charge: -1

Last column: natural (NBO) charge in e.
Geometry (Å):
C  -0.608  -0.301  2.458  -0.645
C  0.423  -1.334  2.849  -0.607
H  -1.563  -0.404  2.951  0.192
H  -0.253  0.719  2.593  0.201
H  -0.766  -0.244  1.375  0.278
H  0.002  -2.312  3.081  0.190
H  1.038  -1.069  3.713  0.183
H  1.139  -1.546  2.059  0.203
C  0.065  0.948  -2.646  -0.528
C  1.125  0.169  -1.857  -0.612
C  -1.340  0.985  -1.934  0.771
O  -1.376  0.741  -0.708  -0.806
O  -2.280  1.269  -2.699  -0.787
H  0.412  1.968  -2.766  0.191
H  -0.160  0.461  -3.585  0.197
H  0.643  -0.604  -1.269  0.218
H  1.608  0.837  -1.129  0.189
H  1.889  -0.282  -2.485  0.173

---

Entry 3:
DFT (ωB97M-V/def2-TZVPD) results for a cluster of 2 separate species, C5H11O2 in total in a non-equilibrium geometry.

Computed properties:
Frontier orbital gap: 7.55 eV
HOMO energy: -3.733 eV
Energy relative to the best compared isomer or geometry (same formula, charge and spin): 12.6 kcal/mol
2S+1: 1
E_tot: -347.62965 hartree
Total charge: -1

Last column: natural (NBO) charge in e.
Geometry (Å):
C  2.885  -0.909  0.728  -0.613
C  1.841  -0.785  -0.384  -0.620
H  3.266  -1.927  0.816  0.188
H  3.680  -0.178  0.571  0.198
H  2.471  -0.606  1.689  0.207
H  1.848  -1.564  -1.159  0.183
H  0.848  -1.001  -0.004  0.220
H  1.913  0.175  -0.878  0.232
C  -1.378  0.303  -0.196  -0.540
C  -2.851  0.065  -0.414  -0.604
C  -1.132  1.789  0.294  0.770
O  -0.168  2.360  -0.276  -0.806
O  -1.882  2.230  1.186  -0.794
H  -0.914  -0.241  0.629  0.188
H  -0.718  0.266  -1.056  0.208
H  -3.217  0.731  -1.191  0.194
H  -3.427  0.217  0.494  0.220
H  -3.065  -0.924  -0.846  0.168

---

Entry 4:
DFT (ωB97M-V/def2-TZVPD) results for a cluster of 2 separate species, C5H11O2 in total in a non-equilibrium geometry.

Computed properties:
Frontier orbital gap (spin up / spin down): 11.43 / 7.53 eV
HOMO energy (spin up / spin down): -10.701 / -10.605 eV
Energy relative to the best compared isomer or geometry (same formula, charge and spin): 10.3 kcal/mol
2S+1: 2
E_tot: -347.50167 hartree
Total charge: 0

Last column: Mulliken spin population.
Geometry (Å):
C  0.722  -0.102  -1.982  0.000
C  1.639  -0.862  -2.934  0.000
H  0.016  -0.871  -1.597  0.000
H  1.168  0.475  -1.157  -0.001
H  0.117  0.538  -2.626  0.000
H  2.155  -0.219  -3.641  0.000
H  1.189  -1.664  -3.532  0.000
H  2.406  -1.466  -2.398  0.000
C  -0.761  0.238  1.419  0.099
C  -0.365  1.403  2.334  0.031
C  -1.873  -0.601  2.163  0.001
O  -1.960  -0.611  3.378  0.041
O  -2.396  -1.369  1.316  0.826
H  -1.168  0.665  0.470  -0.002
H  -0.010  -0.482  1.112  -0.008
H  -0.106  2.213  1.663  0.007
H  0.419  1.055  3.021  0.002
H  -1.190  1.659  2.990  0.004

---

Entry 5:
DFT (ωB97M-V/def2-TZVPD) results for a structure of composition C5H11O2Y in a non-equilibrium geometry.

Computed properties:
Frontier orbital gap: 6.26 eV
HOMO energy: -16.285 eV
2S+1: 1
E_tot: -385.17869 hartree
Total charge: +2

Last column: Löwdin charge in e.
Geometry (Å):
C  2.359  -1.434  -0.563  -0.187
C  2.475  -1.486  -2.080  -0.169
H  2.194  -0.399  -0.206  0.041
H  3.272  -1.807  -0.077  0.074
H  1.604  -1.029  -2.568  0.056
H  2.562  -2.522  -2.440  0.075
H  3.366  -0.947  -2.431  0.073
O  -2.539  2.036  2.284  -0.310
C  -1.255  2.057  1.876  -0.260
C  -0.742  1.195  0.786  0.011
O  -1.266  0.284  0.114  0.013
C  -2.725  -0.090  0.060  -0.169
Y  -4.039  0.810  1.710  1.967
H  -0.518  1.810  2.682  0.187
H  -0.893  3.064  1.549  0.183
H  0.276  1.446  0.455  0.183
H  -2.661  -1.183  -0.001  0.086
H  -2.997  0.248  -0.951  0.091
H  1.528  -2.054  -0.198  0.054

---

Entry 6:
DFT (ωB97M-V/def2-TZVPD) results for a cluster of 2 separate species, C5H11O3 in total in a non-equilibrium geometry.

Computed properties:
Frontier orbital gap: 5.85 eV
HOMO energy: -2.290 eV
Energy relative to the best compared isomer or geometry (same formula, charge and spin): 114.1 kcal/mol
2S+1: 1
E_tot: -422.73180 hartree
Total charge: -1

Last column: natural (NBO) charge in e.
Geometry (Å):
H  0.031  -0.106  -0.809  0.199
C  1.847  0.903  -2.308  -0.239
O  1.874  0.824  -0.906  -0.556
C  0.594  0.720  -0.337  -0.103
C  0.760  0.462  1.153  -0.055
O  -0.477  0.321  1.813  -0.531
C  -1.116  -0.922  1.666  -0.140
C  -2.243  -0.973  0.644  0.162
O  -2.743  0.109  0.197  -0.824
H  1.270  1.782  -2.647  0.158
H  2.882  0.997  -2.659  0.173
H  1.397  -0.004  -2.747  0.169
H  0.018  1.651  -0.493  0.169
H  1.385  -0.435  1.303  0.151
H  1.279  1.315  1.613  0.166
H  -1.552  -1.185  2.645  0.157
H  -0.386  -1.713  1.409  0.158
H  -2.973  -1.748  0.988  0.081
H  -1.847  -1.999  -0.524  -0.295

---

Entry 7:
DFT (ωB97M-V/def2-TZVPD) results for a cluster of 2 separate species, C5H11O3 in total in a non-equilibrium geometry.

Computed properties:
Frontier orbital gap: 8.44 eV
HOMO energy: -4.414 eV
Energy relative to the best compared isomer or geometry (same formula, charge and spin): 26.8 kcal/mol
2S+1: 1
E_tot: -422.87094 hartree
Total charge: -1

Last column: natural (NBO) charge in e.
Geometry (Å):
C  1.179  0.766  1.474  0.118
C  1.425  -0.491  2.384  -0.644
C  1.549  0.378  0.023  -0.662
O  -0.175  1.178  1.670  -0.794
H  1.708  1.609  1.873  0.141
H  0.865  -1.227  1.847  0.205
H  1.328  -0.601  -0.350  0.219
H  0.880  0.989  -0.561  0.268
H  2.593  0.703  -0.058  0.185
H  -0.684  1.121  0.796  0.527
H  0.918  -0.576  3.353  0.203
H  2.474  -0.906  2.378  0.182
C  -2.526  -0.819  -2.327  -0.741
C  -1.390  0.053  -1.771  0.769
O  -1.468  0.396  -0.549  -0.831
O  -0.401  0.322  -2.481  -0.771
H  -3.416  -0.459  -1.838  0.214
H  -2.266  -1.855  -2.434  0.215
H  -2.596  -0.581  -3.428  0.197

---

Entry 8:
DFT (ωB97M-V/def2-TZVPD) results for a cluster of 2 separate species, C5H11O3 in total in a non-equilibrium geometry.

Computed properties:
Frontier orbital gap (spin up / spin down): 8.55 / 8.31 eV
HOMO energy (spin up / spin down): -7.890 / -8.344 eV
Energy relative to the best compared isomer or geometry (same formula, charge and spin): 107.7 kcal/mol
2S+1: 2
E_tot: -422.60080 hartree
Total charge: 0

Last column: Mulliken spin population.
Geometry (Å):
C  1.983  -2.871  -0.272  -0.004
O  1.071  -2.093  -1.001  0.017
H  1.528  -3.306  0.633  0.002
H  2.302  -3.698  -0.924  0.002
H  2.883  -2.300  0.013  0.000
C  -3.538  0.626  0.584  0.000
O  -2.434  -0.020  0.583  0.020
C  -1.241  0.420  1.357  -0.012
C  -0.157  0.803  0.439  0.808
O  -0.566  1.464  -0.660  0.148
C  0.435  2.125  -1.416  0.001
H  -3.435  1.498  1.285  -0.003
H  -0.952  -0.440  1.969  0.019
H  -1.572  1.257  1.988  0.053
H  0.756  -1.236  -0.492  -0.035
H  0.891  0.865  0.749  -0.023
H  -0.060  2.932  -1.965  0.003
H  1.201  2.547  -0.748  -0.004
H  0.905  1.426  -2.122  0.007

---

Entry 9:
DFT (ωB97M-V/def2-TZVPD) results for a structure of composition C5H11O4Tb in a non-equilibrium geometry.

Computed properties:
Frontier orbital gap (spin up / spin down): 8.63 / 6.56 eV
HOMO energy (spin up / spin down): -12.752 / -11.511 eV
Energy relative to the best compared isomer or geometry (same formula, charge and spin): 0.0 kcal/mol
2S+1: 8
E_tot: -1322.21527 hartree
Total charge: +1

Last column: Mulliken spin population.
Geometry (Å):
C  -1.449  2.026  3.734  0.000
O  -2.024  0.759  3.526  -0.001
H  -1.327  2.580  2.789  0.000
H  -2.119  2.595  4.393  0.000
H  -0.462  1.957  4.221  0.000
O  1.743  -1.263  0.855  0.063
C  0.527  -1.795  0.772  -0.740
C  -0.162  -1.746  -0.562  0.016
O  0.223  -0.514  -1.201  -0.028
C  0.206  -0.454  -2.628  -0.038
C  1.116  0.711  -3.023  0.027
O  2.343  0.645  -2.366  0.105
Tb  2.358  -0.019  -0.524  7.658
H  -1.435  0.227  2.941  0.002
H  -0.040  -1.952  1.698  -0.011
H  -1.256  -1.799  -0.458  -0.011
H  0.162  -2.570  -1.229  -0.058
H  -0.825  -0.319  -2.994  -0.002
H  0.608  -1.403  -3.024  0.013
H  0.582  1.658  -2.794  0.005
H  1.232  0.674  -4.125  0.002

---

Entry 10:
DFT (ωB97M-V/def2-TZVPD) results for an isolated molecule of C5H11OP in a non-equilibrium geometry.

Computed properties:
Frontier orbital gap: 8.55 eV
HOMO energy: -8.163 eV
Energy relative to the best compared isomer or geometry (same formula, charge and spin): 36.2 kcal/mol
2S+1: 1
E_tot: -613.64370 hartree
Total charge: 0

Last column: natural (NBO) charge in e.
Geometry (Å):
C  -1.956  2.125  -0.487  -0.598
C  0.675  -2.449  0.288  -0.648
C  2.005  -0.268  0.240  -0.607
C  -0.592  1.449  -0.153  -0.851
C  0.708  -0.997  0.199  -0.567
O  -2.134  -0.748  0.184  -1.031
P  -0.765  -0.287  -0.059  1.837
H  -1.796  3.133  -1.013  0.213
H  -2.555  1.433  -1.185  0.225
H  -2.447  2.227  0.428  0.215
H  -0.370  -2.940  0.500  0.237
H  1.017  -3.104  -0.612  0.213
H  1.279  -2.785  1.132  0.210
H  1.830  0.789  0.175  0.217
H  2.721  -0.630  -0.573  0.207
H  2.433  -0.458  1.133  0.212
H  0.148  1.666  -1.071  0.255
H  -0.200  1.845  0.876  0.261

---

Entry 11:
DFT (ωB97M-V/def2-TZVPD) results for the ion C5H11OS with charge +1 in a non-equilibrium geometry.

Computed properties:
Frontier orbital gap: 9.65 eV
HOMO energy: -13.845 eV
Energy relative to the best compared isomer or geometry (same formula, charge and spin): 52.8 kcal/mol
2S+1: 1
E_tot: -670.16058 hartree
Total charge: +1

Last column: natural (NBO) charge in e.
Geometry (Å):
C  -0.238  1.434  -1.233  -0.119
C  1.218  1.695  -1.498  -0.229
C  0.133  -2.094  0.066  -0.828
C  -1.289  -0.296  1.856  -0.823
C  2.161  0.960  -1.062  -0.351
O  -0.769  0.291  -0.665  -0.610
S  -0.016  -0.396  0.659  1.201
H  -0.691  2.295  -0.686  0.198
H  -0.675  1.509  -2.209  0.236
H  1.577  2.498  -2.169  0.255
H  -0.464  -2.674  0.744  0.256
H  1.282  -2.451  0.169  0.294
H  -0.229  -2.344  -1.023  0.318
H  -2.024  -1.130  1.765  0.270
H  -1.697  0.650  1.600  0.279
H  -0.957  -0.304  2.900  0.291
H  1.921  0.029  -0.412  0.136
H  3.193  1.147  -1.078  0.228

---

Entry 12:
DFT (ωB97M-V/def2-TZVPD) results for a structure of composition C5H11OS in a non-equilibrium geometry.

Computed properties:
Frontier orbital gap (spin up / spin down): 8.60 / 6.21 eV
HOMO energy (spin up / spin down): -13.750 / -12.600 eV
Energy relative to the best compared isomer or geometry (same formula, charge and spin): 167.0 kcal/mol
2S+1: 1
E_tot: -669.97858 hartree
Total charge: +1

Last column: natural (NBO) charge in e.
Geometry (Å):
C  1.150  1.391  0.146  -0.405
C  0.506  0.294  -0.229  -0.282
C  2.555  1.602  0.133  -0.200
C  -1.746  -0.933  1.229  -0.819
C  -2.142  -0.129  -1.553  -0.821
O  -1.688  1.652  0.429  -0.891
S  -1.316  0.356  0.018  1.753
H  0.624  2.251  0.497  0.329
H  2.937  -0.699  -0.076  0.184
H  2.974  0.095  -0.056  -0.047
H  3.195  1.672  1.070  0.263
H  2.951  2.370  -0.720  0.269
H  -1.628  -1.889  0.733  0.265
H  -2.871  -0.848  1.335  0.282
H  -1.074  -0.826  2.109  0.289
H  -3.150  0.143  -1.407  0.267
H  -1.913  -1.241  -1.759  0.273
H  -1.656  0.243  -2.462  0.291